# 1
The following is a DFT calculation (ωB97M-V/def2-TZVPD) of C16H22AlBr2Cl9CsI3N5O3 as an isolated structure at a distorted geometry.

Summary:
Orbital gap, Eh: 0.0771
Energy, eV: -314753.8581
HOMO energy, eV: -7.66
Net charge: +1
Maximum force, hartree/bohr: 0.28893
E_LUMO, eV: -5.6
2S+1: 1

Last column: Mulliken charge in e.
Cartesian coordinates (Å):
C (0.76711, -2.80457, -0.33308)  -1.278
C (-0.18949, -2.06991, -0.93113)  -0.477
N (-0.80013, -0.97039, -0.32297)  0.971
N (-2.13806, -1.00206, 0.09066)  -0.351
C (-2.35458, -1.78209, 1.30183)  0.435
C (-2.67153, -3.25340, 1.03307)  -0.281
C (-3.06447, -4.03321, 2.29858)  -1.012
C (-0.07040, 0.17986, -0.18969)  -1.297
N (1.23044, 0.25163, -0.54058)  0.349
C (1.62789, 1.46285, -0.21324)  0.956
C (2.99584, 1.91197, -0.39709)  -1.283
I (4.03909, 2.19398, 1.38984)  0.199
C (3.50383, 2.06883, -1.62649)  0.482
C (2.75285, 1.85187, -2.89477)  -1.166
I (5.47458, 2.69097, -1.91046)  0.154
N (0.62924, 2.17296, 0.31987)  -0.877
I (0.75869, 4.12263, 0.89804)  0.359
N (-0.46661, 1.34241, 0.37648)  1.274
C (-1.72856, 1.80338, 0.92511)  -1.095
C (-1.70559, 1.94308, 2.44036)  0.318
C (-2.81400, 2.80546, 3.01324)  -0.538
Br (-2.96787, 4.55590, 2.22044)  -0.172
H (1.73073, -3.00175, -0.89171)  0.133
H (0.59800, -3.21230, 0.67595)  0.249
H (-0.51579, -2.27229, -1.94891)  0.253
H (-2.71106, -1.37682, -0.65925)  0.368
H (-1.49787, -1.67597, 1.96919)  0.140
H (-3.20059, -1.36900, 1.85384)  -0.439
H (-3.42759, -3.34916, 0.26040)  0.501
H (-1.78715, -3.74757, 0.62734)  0.128
H (-2.18507, -4.63516, 2.59582)  0.133
H (-3.89643, -4.70659, 2.14259)  0.328
H (-3.26824, -3.32956, 3.10663)  0.355
H (3.42124, 1.67315, -3.72609)  0.501
H (2.05953, 1.01440, -2.83109)  0.097
H (2.14497, 2.72543, -3.12323)  0.296
H (-1.90484, 2.78042, 0.47892)  0.675
H (-2.52570, 1.16127, 0.58646)  0.223
H (-1.85748, 0.94598, 2.86025)  -0.117
H (-0.74065, 2.27548, 2.81149)  0.376
H (-3.77632, 2.31147, 2.98227)  0.001
H (-2.60500, 2.97627, 4.06217)  0.477
C (8.04564, 0.55468, 0.11210)  0.283
Cl (9.09000, 1.15906, -1.18696)  -0.122
Cl (7.24906, -0.90805, -0.47216)  -0.067
Cl (8.94250, 0.28170, 1.59395)  -0.125
H (7.29287, 1.30527, 0.31405)  -0.003
Cl (7.74827, -0.45923, -3.45390)  0.025
C (-5.58077, -0.33471, 3.77914)  0.346
Cl (-3.98011, -0.13235, 4.52998)  -0.112
Cl (-5.81778, -2.05757, 3.44750)  -0.103
Cl (-6.81720, 0.23523, 4.87782)  -0.065
Cl (-5.63945, 0.56830, 2.26796)  -0.071
Cs (3.07458, -2.29466, -0.63868)  1.080
Br (-0.68972, 0.89400, -2.67491)  0.000
Al (-0.54163, -3.85426, 3.36069)  0.623
C (-1.24300, 1.37532, -6.24762)  0.560
O (-1.90300, 2.33554, -6.64322)  -0.674
O (-0.58944, 0.60972, -7.24278)  -0.476
O (-1.04560, 0.94463, -5.08213)  -0.692
H (-0.86328, 1.08795, -8.03625)  0.298
Cl (6.40511, -1.94044, -3.38566)  -0.055



# 2
The following is a DFT calculation (ωB97M-V/def2-TZVPD) of a 3-piece molecular cluster, C18H32Br4F5NSi overall at a distorted geometry.

Summary:
Orbital gap, Eh: 0.3052
Energy, eV: -322309.5649
HOMO energy, eV: -7.93
Maximum force, hartree/bohr: 0.03458
E_LUMO, eV: 0.4
2S+1: 1

Last column: Mulliken charge in e.
Cartesian coordinates (Å):
C (-1.96481, -0.05300, -0.95202)  -0.318
C (-1.90635, -1.36291, -0.68767)  -0.331
Si (-0.54144, -2.54132, -1.17823)  -0.158
N (0.62184, -2.77304, 0.09303)  -0.256
C (0.19496, -2.16842, -2.84936)  -0.971
C (0.96824, -0.84577, -3.04118)  -0.761
C (2.48293, -0.83370, -2.69750)  0.727
C (3.07177, -2.16168, -2.20952)  -1.814
C (2.88568, 0.29318, -1.71393)  -1.318
C (1.88067, 0.60341, -0.58977)  1.278
C (2.44957, 0.42403, 0.80361)  -1.165
C (1.66587, 0.49544, 1.90275)  1.097
C (0.65597, 1.60096, 2.09162)  -0.679
C (1.69951, -0.54529, 2.98304)  -1.242
C (-1.44752, -4.27016, -1.36288)  0.758
F (-1.57435, -4.62363, -2.67593)  -0.320
F (-2.70372, -4.21231, -0.81308)  -0.327
C (-0.75904, -5.45643, -0.66435)  0.640
F (-1.37931, -6.60463, -0.98089)  -0.272
F (-0.82206, -5.32561, 0.66585)  -0.251
F (0.51269, -5.57230, -1.05142)  -0.229
H (-1.08131, 0.53654, -1.16927)  -0.112
H (-2.91482, 0.46835, -0.95937)  0.317
H (-2.74284, -1.78446, -0.13244)  0.421
H (1.28927, -2.01601, 0.20140)  -0.101
H (0.18969, -2.89793, 1.00250)  0.368
H (-0.68131, -2.12119, -3.50674)  0.571
H (0.75978, -3.03111, -3.20618)  0.570
H (0.87249, -0.58039, -4.09640)  0.407
H (0.42557, -0.06255, -2.51545)  0.143
H (3.00736, -0.62318, -3.63262)  0.383
H (2.84084, -2.99857, -2.86755)  0.446
H (4.16030, -2.06405, -2.23791)  0.527
H (2.81524, -2.40269, -1.17889)  0.247
H (3.81568, -0.02635, -1.23508)  0.436
H (3.15080, 1.19567, -2.26617)  0.283
H (1.55088, 1.64568, -0.71412)  0.388
H (0.97705, 0.00082, -0.64149)  -1.112
H (3.51942, 0.25315, 0.91063)  0.325
H (0.75485, 1.91698, 3.13323)  -0.188
H (0.87444, 2.45243, 1.45074)  0.386
H (-0.39086, 1.29555, 1.97159)  0.243
H (1.43644, -0.14214, 3.96541)  0.359
H (0.92824, -1.28057, 2.73774)  0.167
H (2.66752, -1.04485, 3.05629)  0.376
Br (-2.11208, 3.03018, 5.29198)  -0.134
C (-0.99650, 3.02710, 6.88268)  -0.593
C (0.30862, 3.74190, 6.65117)  -0.572
Br (1.52715, 2.67506, 5.57833)  -0.138
H (-0.85169, 1.98794, 7.15996)  0.370
H (-1.57408, 3.53526, 7.65142)  0.344
H (0.81895, 3.91582, 7.59568)  0.340
H (0.17681, 4.68365, 6.12831)  0.368
Br (-2.28016, 2.78212, -2.29298)  -0.012
C (-3.13211, 4.36455, -3.03229)  -0.628
C (-4.61512, 4.16890, -3.20814)  -0.592
Br (-5.02353, 3.03820, -4.73376)  -0.127
H (-2.63096, 4.58383, -3.96961)  0.377
H (-2.93983, 5.16347, -2.31964)  0.345
H (-5.09905, 5.12174, -3.40968)  0.350
H (-5.07295, 3.70168, -2.34213)  0.362



# 3
The following is a DFT calculation (ωB97M-V/def2-TZVPD) of a 2-piece molecular cluster, C5H15N2O overall at a distorted geometry.

Summary:
Orbital gap (spin up / spin down), Eh: 0.4242 / 0.3106
⟨S²⟩: 0.760
Energy, eV: -10437.7933
HOMO energy (spin up / spin down), eV: -19.02 / -19.49
Energy relative to the best compared isomer or geometry (same formula, charge and spin), kJ/mol: 74.9
Net charge: +2
Maximum force, hartree/bohr: 0.03866
E_LUMO (spin up / spin down), eV: -7.5 / -11.0
2S+1: 2

Last column: Mulliken spin population.
Cartesian coordinates (Å):
C (0.53295, 1.55907, 2.00949)  0.002
C (0.54398, 0.59553, 0.83847)  0.007
C (-0.81210, 0.59806, 0.14690)  0.017
C (-1.20819, -0.64845, -0.63695)  0.131
C (-2.55003, -0.95383, -0.86677)  0.506
N (-0.22135, -1.40943, -1.08703)  0.270
N (0.84108, -0.77417, 1.53153)  0.003
H (-0.09067, 1.22346, 2.83242)  0.000
H (1.53326, 1.85824, 2.35739)  0.000
H (0.23914, 2.57506, 1.71291)  0.000
H (1.39667, 0.75259, 0.19372)  -0.005
H (-0.82834, 1.36347, -0.64370)  0.019
H (-1.60747, 0.80096, 0.84812)  0.014
H (-3.38367, -0.42878, -0.40652)  0.031
H (-2.90194, -1.88149, -1.31367)  0.017
H (0.59004, -0.86783, -1.45749)  0.001
H (-0.45890, -2.21513, -1.66636)  -0.013
H (1.47044, -1.34675, 0.96434)  -0.003
H (-0.04048, -1.25840, 1.66335)  0.001
H (1.35424, -0.64418, 2.40404)  0.000
H (1.55180, 1.47955, -2.41757)  0.000
H (2.68858, 0.95131, -1.60825)  0.000
O (1.80722, 0.68688, -1.91158)  0.001



# 4
The following is a DFT calculation (ωB97M-V/def2-TZVPD) of C46H48N3OP2V as an isolated structure at a distorted geometry.

Summary:
Orbital gap (spin up / spin down), Eh: 0.2504 / 0.2852
⟨S²⟩: 2.052
Energy, eV: -99264.2788
HOMO energy (spin up / spin down), eV: -6.36 / -7.31
Energy relative to the best compared isomer or geometry (same formula, charge and spin), kJ/mol: 19.7
Maximum force, hartree/bohr: 0.02164
E_LUMO (spin up / spin down), eV: 0.5 / 0.5
2S+1: 3

Last column: Mulliken spin population.
Cartesian coordinates (Å):
V (0.37013, -0.29683, 0.55865)  1.736
C (-2.92185, -1.13610, -4.34357)  0.000
C (-3.69805, -1.77431, -3.38443)  0.001
C (-3.79068, -1.25445, -2.10250)  -0.007
C (-3.10228, -0.09296, -1.76169)  -0.014
C (-2.31446, 0.53440, -2.72755)  0.044
C (-2.23052, 0.02060, -4.01511)  0.006
P (-3.14663, 0.69979, -0.11032)  0.095
C (-4.71311, 1.64538, -0.19013)  0.012
C (-5.54351, 1.70087, -1.30604)  0.001
C (-6.67470, 2.50770, -1.30483)  -0.001
C (-6.99630, 3.26252, -0.18746)  0.001
C (-6.17262, 3.21814, 0.93014)  -0.001
C (-5.03555, 2.42691, 0.92173)  0.004
C (-3.58858, -0.73171, 0.93989)  -0.074
C (-4.79591, -0.89330, 1.60931)  0.001
C (-5.01471, -2.00250, 2.41735)  -0.002
C (-4.03862, -2.97915, 2.54143)  0.000
C (-2.83583, -2.84385, 1.86175)  -0.023
C (-2.60303, -1.72231, 1.07697)  0.031
H (-2.85291, -1.54594, -5.34376)  0.000
H (-4.23185, -2.68239, -3.63551)  0.000
H (-4.39016, -1.76238, -1.35616)  0.000
H (-1.75168, 1.42073, -2.45664)  -0.027
H (-1.61057, 0.51492, -4.75293)  0.000
H (-5.31089, 1.11296, -2.18452)  0.000
H (-7.30744, 2.53973, -2.18294)  0.000
H (-7.88041, 3.88703, -0.18764)  0.000
H (-6.40943, 3.81077, 1.80483)  0.000
H (-4.38582, 2.41687, 1.79109)  0.000
H (-5.57823, -0.15331, 1.49660)  0.000
H (-5.95677, -2.10642, 2.94070)  0.000
H (-4.21314, -3.84773, 3.16393)  0.000
H (-2.06938, -3.60577, 1.94303)  -0.003
N (-0.04545, 2.81472, -0.87850)  0.013
C (0.90282, 2.94156, -1.85726)  -0.010
C (0.93504, 4.14087, -2.60095)  0.002
C (1.83573, 4.33776, -3.61877)  0.001
C (2.76105, 3.34704, -3.94879)  0.000
C (2.73889, 2.16925, -3.23683)  0.001
C (1.82615, 1.93153, -2.20065)  -0.064
P (1.89660, 0.31409, -1.37451)  0.129
C (1.99250, -0.89482, -2.73166)  -0.079
C (0.79102, -1.47263, -3.13816)  -0.012
C (0.76602, -2.35667, -4.20693)  0.007
C (1.94167, -2.68539, -4.86440)  0.001
C (3.14516, -2.12668, -4.45418)  0.001
C (3.17112, -1.23340, -3.39463)  -0.004
C (3.55396, 0.29523, -0.60200)  -0.031
C (4.12319, 1.47689, -0.13335)  0.019
C (5.31443, 1.44901, 0.57794)  -0.001
C (5.95467, 0.24258, 0.82071)  0.007
C (5.39350, -0.93903, 0.35473)  -0.005
C (4.19536, -0.91476, -0.34161)  0.033
H (-0.55219, 3.65289, -0.64514)  -0.002
H (0.09406, 2.18973, -0.08154)  0.055
H (0.22709, 4.92123, -2.34553)  0.000
H (1.82658, 5.27547, -4.16048)  0.000
H (3.47448, 3.49470, -4.74759)  0.000
H (3.44743, 1.39041, -3.49217)  0.000
H (-0.12664, -1.24567, -2.61042)  0.012
H (-0.17642, -2.79390, -4.51094)  0.000
H (1.92400, -3.38247, -5.69263)  0.000
H (4.06627, -2.38522, -4.96083)  0.000
H (4.11603, -0.80613, -3.08094)  -0.001
H (3.63498, 2.42433, -0.32644)  0.002
H (5.74302, 2.37527, 0.93871)  0.000
H (6.88966, 0.22246, 1.36582)  0.000
H (5.89420, -1.88388, 0.52894)  0.000
H (3.75623, -1.84369, -0.68726)  0.009
C (1.70498, -3.42527, 4.46888)  0.007
C (2.67465, -3.34517, 3.28240)  0.030
C (4.00044, -2.70206, 3.70882)  0.008
C (2.91377, -4.73228, 2.67486)  0.008
C (2.05801, -2.48452, 2.26411)  0.076
N (1.55010, -1.79057, 1.50748)  -0.052
H (2.13345, -4.07635, 5.23200)  0.001
H (0.74194, -3.83416, 4.16375)  -0.001
H (1.53893, -2.43944, 4.90291)  -0.001
H (4.45380, -3.31529, 4.48874)  0.001
H (3.84148, -1.69850, 4.10325)  -0.001
H (4.69180, -2.63482, 2.86914)  -0.001
H (3.36712, -5.37347, 3.43172)  0.001
H (3.58800, -4.67496, 1.82031)  -0.001
H (1.97959, -5.18785, 2.34740)  -0.001
O (-0.78479, -2.19458, -0.41833)  0.064
C (-1.26654, -1.48568, 0.46925)  -0.041
C (1.04518, 1.18456, 3.88907)  -0.003
C (0.40364, 1.93942, 2.71798)  0.045
C (1.29384, 3.12738, 2.33548)  -0.011
C (-0.98781, 2.43971, 3.12596)  -0.002
N (0.26687, 1.05781, 1.59891)  0.012
H (1.17400, 1.83206, 4.76109)  -0.002
H (2.02430, 0.80240, 3.58939)  0.000
H (0.41668, 0.33778, 4.17456)  0.000
H (1.42834, 3.80875, 3.18002)  -0.002
H (0.85193, 3.68828, 1.50975)  0.002
H (2.27529, 2.76880, 2.01761)  0.003
H (-0.94317, 3.06868, 4.01976)  -0.001
H (-1.64149, 1.58828, 3.32431)  0.000
H (-1.43106, 3.02050, 2.31401)  0.000